1.
Computed, not measured: a cluster of 3 separate species, C2H10N3S in total, with ωB97M-V/def2-TZVPD.

Computed properties:
**Highest occupied orbital energy**: -0.45606 Ha
**Gap between HOMO and LUMO**: 8.16 eV
**Charge**: +1
**LUMO energy**: -4.25 eV
**E_tot**: -644.32019 Eh
**Largest force on an atom**: 0.12279 hartree/bohr

CARTESIAN COORDINATES (ANGSTROEM)
C 2.884 0.163 -0.247
C 0.175 0.227 0.382
N 3.251 -1.068 -0.271
N -0.583 -0.833 0.175
N -0.441 1.246 0.836
S -4.147 0.105 -0.484
H 3.018 0.661 0.778
H 2.357 0.565 -1.150
H 3.600 -1.581 0.514
H 2.969 -1.741 -0.985
H -1.571 -0.662 -0.102
H -0.165 -1.618 -0.277
H 0.165 2.131 1.028
H -5.502 -0.118 -0.236
H -1.528 1.339 1.190
H -4.483 1.185 -1.152

Cartesian forces (eV/Å) of the 6 atoms listed first:
C -1.8 0.4 1.4
C 1.8 -1.3 -0.4
N -0.3 -1.4 -0.7
N -1.4 -0.4 -0.9
N -2.0 5.4 2.5
S -1.4 -0.6 0.5

natural (NBO) atomic charge list, values in e, 8 entries: C 0.08; C 0.19; N -0.65; N -0.81; N -0.80; S -0.34; H 0.26; H 0.26

2.
Computed, not measured: a cluster of 2 separate species, CH8N3P2 in total, with ωB97M-V/def2-TZVPD.

Computed properties:
**Highest occupied orbital energy (spin up / spin down)**: -0.34801 / -0.47599 Ha
**Gap between HOMO and LUMO (spin up / spin down)**: 5.78 / 4.54 eV
**Charge**: +1
**LUMO energy (spin up / spin down)**: -3.69 / -8.41 eV
**<S²>**: 2.010
**Multiplicity**: 3
**E_tot**: -889.30124 Eh
**Largest force on an atom**: 0.13404 hartree/bohr

CARTESIAN COORDINATES (ANGSTROEM)
C -1.347 -0.507 0.220
N -1.637 0.731 0.561
N 0.944 -0.113 -0.350
N -1.613 -1.568 -0.163
P -1.015 2.280 -0.219
P 2.275 -0.494 0.332
H -2.380 0.787 1.204
H 0.955 -0.367 -1.312
H -1.341 -2.545 -0.069
H 1.821 -0.805 1.618
H -0.675 1.593 -1.391
H -2.226 2.328 -0.772
H 2.803 -1.547 -0.454
H 3.438 0.228 0.795

Cartesian forces (eV/Å) of the 6 atoms listed first:
C 6.1 2.3 2.2
N -0.4 2.4 -1.4
N -1.0 1.7 -0.8
N -4.5 -5.0 -1.5
P 0.8 -2.0 0.8
P 1.4 -1.2 1.3

natural (NBO) atomic charge list, values in e, 8 entries: C 0.39; N -0.58; N -1.29; N -0.46; P 0.72; P 1.10; H 0.41; H 0.38

3.
Computed, not measured: the molecule C3H6Si, with ωB97M-V/def2-TZVPD.

Computed properties:
**Highest occupied orbital energy**: -0.30547 Ha
**Gap between HOMO and LUMO**: 8.38 eV
**Charge**: 0
**LUMO energy**: 0.07 eV
**E_tot**: -407.27810 Eh
**Structure (SMILES)**: C=C[SiH]=C
**Largest force on an atom**: 0.06354 hartree/bohr

CARTESIAN COORDINATES (ANGSTROEM)
C -1.843 -0.445 -0.202
C -1.165 0.543 0.310
C 1.995 -0.503 -0.277
Si 0.845 0.688 0.405
H -2.838 -0.560 -0.615
H -1.249 -1.305 -0.312
H -1.820 1.453 0.438
H 3.054 -0.255 -0.247
H 1.722 -1.370 -0.820
H 1.298 1.754 1.320

Cartesian forces (eV/Å) of the 6 atoms listed first:
C 0.5 -1.7 -0.7
C 0.6 3.2 0.4
C -1.4 2.6 1.4
Si -0.7 -2.2 -0.6
H -0.3 0.7 0.6
H 0.4 -1.6 -0.5

natural (NBO) atomic charge list, values in e, 8 entries: C -0.35; C -0.60; C -1.07; Si 1.13; H 0.21; H 0.18; H 0.21; H 0.23

4.
Computed, not measured: a structure of composition C18H29AlCl8F4KN3O9PS3, with ωB97M-V/def2-TZVPD.

Computed properties:
**Highest occupied orbital energy**: -0.37235 Ha
**Gap between HOMO and LUMO**: 1.83 eV
**Charge**: +1
**LUMO energy**: -8.31 eV
**E_tot**: -8003.23069 Eh
**Largest force on an atom**: 0.14743 hartree/bohr

CARTESIAN COORDINATES (ANGSTROEM)
N 5.286 -0.336 2.705
C 4.826 -0.544 1.348
C 3.294 -0.235 1.118
C 2.446 -0.170 2.458
C 0.923 0.318 2.316
O 0.919 1.563 3.008
O 0.395 0.697 1.035
S -1.239 0.574 0.933
O -1.396 -0.101 -0.380
O -2.029 1.791 1.079
O -1.464 -0.263 2.310
C -0.211 -0.476 3.016
P -0.024 -2.358 2.941
S -0.319 -2.893 1.065
H 5.083 0.604 3.041
H 4.857 -0.981 3.368
H 5.447 0.090 0.694
H 5.033 -1.595 1.098
H 3.127 0.706 0.447
H 2.863 -1.120 0.500
H 2.527 -1.143 2.963
H 2.942 0.567 3.098
H 1.180 1.419 3.932
H -0.280 -0.217 4.083
H -1.027 -2.951 3.747
H 1.248 -2.756 3.449
F 5.462 -2.655 3.482
K 2.115 0.092 -0.789
N -5.864 2.418 -0.213
C -5.025 2.533 0.864
C -5.744 3.079 1.896
C -7.066 3.297 1.425
C -7.110 2.877 0.121
H -5.607 2.054 -1.109
H -3.993 2.221 0.807
H -5.364 3.298 2.881
H -7.890 3.714 1.980
H -7.915 2.866 -0.594
C 1.647 -0.321 7.741
F 0.888 -0.743 8.733
F 2.416 0.678 8.211
F 2.463 -1.318 7.428
S 0.660 0.259 6.301
O -0.148 1.340 6.816
O -0.088 -0.907 5.859
O 1.678 0.686 5.331
C -2.961 -4.389 -3.310
C -1.935 -4.690 -2.234
O -1.521 -3.494 -1.571
H -2.549 -3.696 -4.047
H -3.271 -5.301 -3.823
H -3.846 -3.914 -2.879
H -1.047 -5.146 -2.670
H -2.346 -5.380 -1.491
H -2.300 -3.096 -1.172
C -5.917 7.233 1.748
Cl -7.439 8.076 2.058
Cl -5.403 7.474 0.073
Cl -4.664 7.779 2.868
H -6.077 6.172 1.906
C 4.937 1.561 -4.630
Cl 4.741 0.167 -5.704
Cl 3.548 2.651 -4.815
Cl 5.017 0.996 -2.946
Cl 6.422 2.420 -5.032
Al -0.770 0.287 -3.229
Cl 3.139 2.458 6.805
N 2.691 -1.702 -7.967
C 2.026 -1.312 -9.100
C 1.910 -2.407 -9.916
C 2.522 -3.500 -9.249
C 2.993 -3.036 -8.049
H 2.920 -1.105 -7.198
H 1.698 -0.294 -9.228
H 1.437 -2.422 -10.884
H 2.608 -4.511 -9.610
H 3.516 -3.537 -7.250

Cartesian forces (eV/Å) of the 6 atoms listed first:
N -1.3 0.6 0.2
C 0.2 0.0 0.4
C 0.1 -0.8 0.9
C 0.0 -0.2 -1.8
C 0.4 2.3 2.9
O -0.5 0.2 -1.5

Löwdin atomic charge list, values in e, 8 entries: N 0.06; C -0.23; C -0.28; C -0.05; C -0.47; O 0.01; O -0.24; S 0.72